No. 1
14
Properties=species:S:1:pos:R:3:lowdin_charge:R:1 method="wB97M-V/def2-TZVPD" homo_energy_ev=-9.60 homo_lumo_gap_ha=0.325 total_energy_ha=-324.55796 charge=0
C 0.22316 0.75835 -1.82199 -0.143
H 1.62779 0.37962 0.42017 0.263
H -1.53698 -0.43530 1.59809 0.089
O 0.93047 2.27762 -0.16174 0.050
H -1.69553 0.84737 0.33811 0.109
C 0.21873 -0.03579 0.38418 -0.318
H 1.27654 -1.64313 -0.57571 0.088
C 0.35898 -1.47081 -0.01420 -0.075
C 0.77521 1.07701 -0.45927 -0.491
H -0.50263 -1.79894 -0.59809 0.095
C -1.03257 0.36885 1.06776 -0.031
N -0.25298 0.58979 -2.85529 0.175
H 0.40812 -2.07922 0.89351 0.090
H -0.79831 1.16458 1.78446 0.099

No. 2
95
Properties=species:S:1:pos:R:3:lowdin_charge:R:1 method="wB97M-V/def2-TZVPD" homo_energy_ev=-11.98 homo_lumo_gap_ha=0.318 total_energy_ha=-21800.14087 charge=+1
Cl -10.38967 -2.69444 -5.32306 0.528
Cl -0.88500 3.16036 1.67086 0.475
C -3.66619 -5.36282 -3.47274 -1.564
Cl -3.56447 -1.16526 2.59981 0.552
C 0.27501 3.02565 -2.98183 -0.084
Cl 0.01364 -4.18224 -3.35704 0.558
Cl -3.14128 -4.28724 -6.75165 0.546
Cl -8.66427 -6.55526 4.90913 0.517
H -2.61728 -2.07123 0.66816 -0.064
C 0.36502 -3.70064 -1.70429 -1.460
Cl 7.43962 7.09166 5.00823 0.508
Cl -2.23189 -3.69657 2.30280 0.518
Cl 11.47554 4.35271 1.86470 0.506
Cl 3.88586 0.49136 3.91962 0.513
Cl -10.62224 0.17974 -4.98588 0.521
H 6.99171 -0.56732 7.15859 0.015
H 2.84997 0.05598 -2.12677 0.099
C 6.55806 11.10676 4.75813 -1.539
Cl -0.91482 0.67636 3.18137 0.502
H 2.55911 3.10871 -0.76286 0.144
Cl -10.22389 -8.12371 3.02778 0.523
Cl -5.28783 -0.71626 -2.18949 0.520
Cl -1.12217 -3.40351 -0.81723 0.601
Cl -4.56399 -6.18647 -4.75025 0.512
C -0.29450 0.55895 -2.73030 -0.018
H -0.45670 0.23502 -3.76427 0.134
H 1.43200 4.79578 -2.23800 0.136
C -9.74822 -1.27354 -4.49672 -1.566
H 5.91666 11.64678 5.44222 0.013
Cl -0.36354 -3.48552 -6.95339 0.525
C -5.32152 -6.75837 3.67727 -1.547
H 5.90361 -4.01522 -3.75683 0.017
C -1.89838 1.84972 2.32223 -1.558
Cl -6.59713 1.68815 -3.14843 0.550
C -10.24774 -6.76662 4.15548 -1.541
H -2.65481 -5.19747 -3.82366 -0.042
Cl 7.67811 10.12747 5.70912 0.500
Cl 11.11748 4.98344 -0.94748 0.519
Cl -3.15215 2.50291 3.36986 0.560
Cl -3.69679 -7.42392 3.87913 0.528
H 2.29637 3.39066 -3.08157 0.132
H -2.37701 1.34161 1.49227 -0.021
Cl 10.67979 7.03090 1.06393 0.508
H -8.70989 -1.15548 -4.78123 -0.039
N 2.43620 0.63306 -1.41269 0.236
Cl 8.55399 5.35306 2.97079 0.497
H -4.47149 0.88142 -3.69734 -0.011
H 0.14564 -0.29230 -2.22766 0.039
H 6.30025 5.78000 3.44196 0.005
C 3.44724 2.15192 3.53721 -1.526
H -0.55522 3.45384 -2.41931 0.126
H 3.52763 2.74330 4.44173 0.015
H -2.26178 -2.33365 -7.71021 0.017
H -5.71285 -6.51804 4.65810 -0.009
H -2.87774 2.19207 -1.62021 0.145
H -10.47951 -5.86778 3.59936 0.013
Cl 5.71781 -0.84417 9.10032 0.542
C 1.63078 1.62656 -1.73156 -0.358
C -2.03251 -2.92050 -6.83000 -1.514
Cl 4.85145 -5.13082 -1.98683 0.541
Cl -11.49471 -6.99590 5.38084 0.533
O -2.36095 1.90663 -2.38577 0.110
Cl 4.14079 -2.57754 -3.16960 0.469
N 0.68164 1.65526 -2.66671 0.000
H 0.89979 -4.50505 -1.21427 0.029
C 11.62271 5.60472 0.62646 -1.538
Cl 7.43497 12.28125 3.77898 0.533
Cl -6.39193 -7.94099 2.93049 0.509
Cl 5.35761 1.10361 6.98130 0.497
Cl 5.53902 10.08374 3.73880 0.506
N 1.66104 2.87500 -1.18195 0.115
H 2.70634 0.47594 -0.45114 0.144
C 5.93431 -0.51845 7.38362 -1.540
Cl 1.77871 2.23833 2.96202 0.475
C -5.43556 0.41848 -3.53346 -1.543
Cl 6.91712 4.23464 5.09515 0.503
H 12.66339 5.89365 0.55893 0.013
Cl 1.38847 -2.24998 -1.70659 0.541
C -1.62239 0.84922 -2.04796 -0.529
Cl -9.82166 -1.48596 -2.74526 0.516
Cl 4.03499 -4.99723 -4.76704 0.544
Cl 4.57076 2.82481 2.33957 0.498
Cl 5.10405 -1.73915 6.40928 0.509
H 0.16405 3.11961 -4.05787 0.144
C 7.18559 5.63608 4.04822 -1.537
Cl -5.26715 -5.27347 2.72119 0.484
Cl -2.23022 -1.88434 -5.40641 0.489
Cl -4.69065 -3.15476 0.79316 0.497
O -2.00453 0.09533 -1.24899 0.141
C 4.87336 -4.16586 -3.46144 -1.533
Cl -4.39639 -3.79586 -3.11290 0.475
C -3.20617 -2.47675 1.47953 -1.545
Cl -5.90171 -0.42929 -5.01097 0.547
Cl -3.59127 -6.35551 -2.01614 0.540
C 1.51250 3.73030 -2.39241 -0.090

No. 3
19
Properties=species:S:1:pos:R:3:lowdin_charge:R:1 method="wB97M-V/def2-TZVPD" homo_energy_ev=-7.32 homo_lumo_gap_ha=0.292 total_energy_ha=-402.21229 charge=0
H -0.23850 -3.19047 -0.86719 0.084
N 1.04033 -0.07685 -1.85745 0.094
C -0.63497 2.00195 0.70258 -0.058
H -0.85739 -1.92582 -1.96021 0.071
H 0.24056 0.53402 2.30064 0.128
O 1.36693 0.60702 0.37232 -0.029
H -1.47368 1.52611 1.21097 0.087
H -0.06655 -0.41199 2.04250 0.155
O -0.41018 -1.36761 1.25947 -0.074
H -0.62219 3.07595 0.88785 0.081
C -0.79506 -2.25300 -0.92374 -0.021
C 0.66601 1.41945 1.15402 -0.257
H 1.33438 2.07151 1.71059 0.124
H 1.52107 -0.80215 -2.37178 0.093
H -1.80896 -2.44669 -0.57030 0.079
C -0.16022 -1.22342 -0.02586 -0.401
C 0.69493 -0.28904 -0.53048 -0.331
H -0.83215 1.86767 -0.36358 0.088
H 1.03565 0.88336 -2.17034 0.087

No. 4
16
Properties=species:S:1:pos:R:3:lowdin_charge:R:1 method="wB97M-V/def2-TZVPD" smiles=CC[C@H]1C[C@H]1O homo_energy_ev=-9.37 homo_lumo_gap_ha=0.380 total_energy_ha=-271.70402 charge=0
H 1.92235 1.03563 0.81870 0.142
C -1.79872 0.51003 0.01054 -0.104
H 2.50017 -1.33496 0.13660 0.100
H -1.52096 -1.49276 0.77184 0.105
H 1.38965 -1.12148 -1.30930 0.115
H -1.00423 -1.29236 -0.88201 0.108
C 1.29985 0.54561 0.07137 -0.344
C 1.61307 -0.86395 -0.27614 -0.066
C 0.40844 -0.56529 0.58830 -0.237
H 0.53854 -0.75822 1.65284 0.132
H -2.78160 0.37951 -0.44849 0.070
C -1.01227 -0.79535 0.09294 -0.218
H 0.67421 2.22821 -0.63937 0.096
O 0.94340 1.37454 -1.00231 -0.029
H -1.93169 0.93123 1.01293 0.078
H -1.24021 1.21960 -0.59845 0.052

No. 5
9
Properties=species:S:1:pos:R:3:lowdin_charge:R:1 method="wB97M-V/def2-TZVPD" homo_energy_ev=-8.67 homo_lumo_gap_ha=0.350 total_energy_ha=-2481.13544 charge=0
H 0.12856 -1.45307 0.20200 0.017
C -0.14461 -0.42969 0.46833 -0.640
Se -2.12307 -0.29839 0.17570 0.674
H 1.07021 1.44544 0.16670 0.085
H 1.68578 -0.29857 -0.27114 0.098
C 0.82546 0.45981 -0.28745 -0.201
H -1.88838 0.16106 -1.15447 -0.214
H 0.59248 0.62001 -1.24630 0.004
H -0.14643 -0.20660 1.94662 0.177

No. 6
56
Properties=species:S:1:pos:R:3:lowdin_charge:R:1 method="wB97M-V/def2-TZVPD" smiles="C[N+](=O)[O-].C[N+](=O)[O-].C[N+](=O)[O-].C[N+](=O)[O-].C[N+](=O)[O-].C[N+](=O)[O-].C[N+](=O)[O-].C[N+](=O)[O-]" homo_energy_ev=-10.99 homo_lumo_gap_ha=0.400 total_energy_ha=-1960.32218 charge=0
H -14.70799 8.65443 9.08567 0.088
C -17.54422 11.72758 10.52552 0.081
C -8.37017 5.96288 8.73392 0.053
H -8.50928 5.24625 7.92519 0.103
H -9.89053 9.20840 5.44539 0.115
N -13.47568 14.01572 11.24025 -0.441
N -8.46633 12.69021 9.66176 -0.434
O -12.68736 9.08469 10.31301 0.044
H -9.03908 10.86911 10.05403 0.104
H -18.18629 11.24313 11.22437 0.088
O -15.29907 11.32796 9.81351 0.031
H -14.90110 8.84383 12.91482 0.099
H -17.73025 11.38381 9.51059 0.099
N -10.93304 7.37559 5.55408 -0.448
H -8.64096 5.57329 9.74008 0.114
H -14.56282 7.13523 12.49075 0.100
C -12.55568 12.88532 11.11787 0.041
H -10.10898 11.61294 8.92513 0.074
H -13.21385 12.08999 11.42236 0.077
O -16.57429 8.23528 10.87143 0.032
H -13.71340 13.85462 5.95254 0.111
O -15.66606 11.48072 11.87386 0.077
H -12.21813 12.75364 10.11113 0.083
O -13.53938 14.55653 12.32576 0.073
O -10.27436 7.28701 8.70512 0.061
N -12.66952 9.28237 9.10574 -0.432
O -13.06917 11.60931 5.26268 0.075
O -8.44264 8.21290 8.18397 0.060
O -9.24232 13.41388 10.28809 0.036
O -11.90480 9.96141 8.52281 0.044
H -14.04135 9.13768 7.40440 0.083
C -13.85279 8.66253 8.36876 0.073
N -16.53915 7.74023 12.00065 -0.420
N -9.09144 7.23721 8.48826 -0.443
H -13.47220 12.97773 7.46211 0.098
N -16.05979 11.47125 10.76525 -0.433
O -7.31261 12.99631 9.39572 0.073
O -9.92280 6.85058 5.12797 0.063
H -11.78019 12.94925 11.83321 0.090
O -15.03076 11.03688 5.96384 0.069
O -14.17816 14.31496 10.28450 0.039
N -14.07608 11.77356 5.87319 -0.468
C -10.86732 8.78521 5.73191 0.002
H -15.50061 7.43158 13.89457 0.083
C -15.31686 7.81283 12.90848 0.057
O -11.94451 6.77717 5.94653 0.048
H -13.50177 7.66701 8.21908 0.080
H -15.12186 13.23667 6.92696 0.086
H -17.60325 12.79415 10.56947 0.093
O -17.44572 7.11091 12.47566 0.074
H -11.50876 9.20443 4.93327 0.113
H -11.25231 9.11132 6.69614 0.064
H -8.50618 11.11651 8.34700 0.080
C -9.07057 11.44808 9.16413 0.046
H -7.32047 6.29251 8.70711 0.100
C -14.12957 13.05699 6.58817 0.042

No. 7
63
Properties=species:S:1:pos:R:3:lowdin_charge:R:1 method="wB97M-V/def2-TZVPD" homo_energy_ev="-15.82 / -15.82" homo_lumo_gap_ha="0.207 / 0.207" total_energy_ha=-7309.19856 charge=+3
C -1.10277 5.52831 -1.14356 -0.647
H 3.68951 1.35470 4.91133 0.098
C -2.85713 2.23536 -0.51392 -0.171
C -0.38333 -1.13906 0.05855 -0.293
C -0.73988 -1.42099 -1.34233 -0.304
C -3.21793 0.05049 0.15858 -0.068
H 5.92953 0.79002 0.60915 0.091
C -0.23720 -1.99153 1.16339 0.015
H 1.04329 5.73067 -1.31654 0.131
H 0.55128 -5.73096 3.63731 0.128
C 4.35508 1.11856 2.90591 -0.646
Ta -0.13754 0.84021 0.03305 1.867
N 2.09463 0.82023 -0.03868 -0.027
C 0.53104 -5.27197 2.65875 -0.023
C -1.51029 -1.46869 -4.03128 -0.025
H 2.57795 0.51162 -2.02601 0.117
C -1.84982 3.28987 -0.77293 -0.182
H -5.22924 -0.63893 0.27502 0.131
C 0.90455 -6.00315 1.53203 0.014
Br -6.91133 1.65399 -0.59416 0.964
H 1.22625 -7.03067 1.64779 0.132
H -2.80253 -0.88942 0.48711 0.113
C 2.97294 0.64869 -1.02745 -0.077
C 2.00491 1.26772 3.57051 -0.653
I 0.58640 1.44733 5.05333 1.073
C -0.56582 -0.54211 -3.62104 -0.031
C -4.20367 2.44289 -0.68200 -0.015
C 2.61372 0.97813 1.23205 -0.157
H -0.10880 0.12911 -4.33578 0.126
C 3.98220 0.96776 1.53047 -0.179
C -1.71034 -2.32621 -1.77946 -0.025
C 1.67600 1.14508 2.26033 -0.330
H 0.65983 0.12282 -2.01160 0.053
O 0.38317 1.15379 1.73411 -0.248
Br -1.46303 7.32383 -1.36858 0.967
H 0.46673 -3.69385 -0.89532 0.115
H -3.16365 4.97907 -0.89347 0.124
H -0.35047 -1.52406 2.14017 0.119
H -1.80036 -1.51162 -5.07233 0.128
I 6.34805 1.14404 3.46222 1.092
C 0.09947 -3.36129 1.22236 -0.200
H 1.17776 -6.02322 -0.60355 0.127
C -2.07765 -2.35316 -3.11489 -0.011
C 0.87973 -5.43388 0.25261 -0.023
C 0.14340 -3.96169 2.50788 0.012
H 5.00492 0.49216 -1.67488 0.133
C 4.35202 0.63362 -0.82564 0.009
N -2.33283 1.04000 -0.10833 -0.031
C 3.39470 1.25264 3.87578 -0.173
N -0.57814 2.83175 -0.78106 -0.061
H -4.57829 3.39005 -1.04143 0.124
C -5.09351 1.40685 -0.39563 -0.650
H -2.81996 -3.06478 -3.45188 0.130
H -2.17807 -3.00033 -1.07169 0.134
C -2.14503 4.62296 -0.93980 -0.010
C 4.85962 0.79417 0.44148 0.031
C 0.21082 5.05948 -1.16086 -0.049
C 0.47898 -4.13231 0.09188 0.010
H -0.14965 -3.37694 3.37216 0.128
C -4.57839 0.19097 0.03895 -0.045
C -0.18418 -0.53743 -2.28523 -0.124
C 0.42727 3.71861 -0.96906 -0.077
H 1.43512 3.32074 -0.97388 0.118